Entry a
DFT (ωB97M-V/def2-TZVPD) results for a gas-phase ion, C5H13N2S (charge -1).

```
21
Properties=species:S:1:pos:R:3
C 0.46850 -0.12105 2.38505
C 0.10838 -0.20271 0.88660
C 0.91760 -1.25318 0.13672
S 2.67954 -0.68046 -0.17064
N -1.29869 -0.24782 0.65384
C -1.93856 1.10989 0.02216
C -1.22269 1.31097 -1.28941
N -2.05755 0.62410 -2.43732
H 0.41731 -1.07870 2.75699
H 1.39700 0.41280 2.36050
H -0.44417 0.48791 2.95768
H 0.47654 0.77668 0.49888
H 0.47717 -1.45548 -0.88900
H 0.96812 -2.18296 0.63808
H -1.71512 -0.78871 1.44786
H -1.73844 2.01331 0.55421
H -3.02545 0.86410 -0.17164
H -1.15590 2.36456 -1.50552
H -0.19294 0.91101 -1.36713
H -2.87618 1.17884 -2.53343
H -1.96632 -0.31341 -2.37966
```

The HOMO energy is -2.3 eV. As for the gap between HOMO and LUMO: 5.898 eV. The value obtained for the LUMO energy is 3.57 eV. The charge is -1. The SMILES is C[C@@H](C[S-])NCCN.

Entry b
DFT (ωB97M-V/def2-TZVPD) results for a molecular structure, C5H13N2S.

```
21
Properties=species:S:1:pos:R:3
C -0.13381 1.40867 -2.35996
N 0.46977 1.57163 -1.05930
C 0.04406 0.04130 -0.28836
C 0.18307 -1.27515 -1.02694
S -0.29814 -2.70166 0.02928
C 0.66270 0.08454 1.12686
N 0.43203 1.32808 1.94541
C -0.92183 1.85600 1.75402
H -1.25761 1.41471 -2.26821
H -0.02392 0.46524 -2.91107
H 0.04315 2.25986 -3.02070
H -1.02450 0.14823 -0.06856
H 1.08564 0.64899 -0.87479
H 1.21938 -1.52805 -1.31188
H -0.51480 -1.34667 -1.88709
H 1.74274 -0.06044 1.03808
H 0.19949 -0.70325 1.70575
H 1.14836 1.99242 1.68839
H -0.97190 2.85763 2.20987
H -1.69167 1.30510 2.29246
H -1.09009 2.00486 0.68953
```

The HOMO energy is -2.7 eV. As for the gap between HOMO and LUMO: 6.535 eV. The value obtained for the LUMO energy is 3.81 eV. The charge is -1.

Entry c
DFT (ωB97M-V/def2-TZVPD) results for a gas-phase ion, C5H13N2S (charge -1).

```
21
Properties=species:S:1:pos:R:3
C 2.50294 0.57115 -1.66215
C 2.31769 -0.24131 -0.37357
N 3.08830 -1.47817 -0.52331
C 0.81853 -0.47378 -0.03884
N 0.41482 0.29637 1.11029
C -0.98360 0.06633 1.53373
C -2.01500 0.89233 0.73539
S -3.19436 -0.06350 -0.27803
H 2.76790 -0.11367 -2.45697
H 3.40714 1.18679 -1.60338
H 1.64164 1.18378 -1.91275
H 2.73033 0.31527 0.46328
H 3.08629 -2.01672 0.32628
H 2.87528 -1.92476 -1.39955
H 0.73382 -1.53619 0.19050
H 0.18291 -0.34411 -0.92766
H 0.63123 1.27974 1.02650
H -1.15159 -0.99572 1.40351
H -1.02327 0.35301 2.57812
H -1.55816 1.64110 0.07997
H -2.58592 1.43435 1.50867
```

The HOMO energy is -2.3 eV. As for the gap between HOMO and LUMO: 5.860 eV. The value obtained for the LUMO energy is 3.61 eV. The charge is -1. The SMILES is C[C@H](N)CNCC[S-].

Least stable: entry b

Entry a
DFT (ωB97M-V/def2-TZVPD) results for 2 unconnected molecules or ions with the total composition CH7NOS2.

```
12
Properties=species:S:1:pos:R:3
N -1.78808 -0.13039 -0.88863
C -1.12741 -0.46159 0.33736
O -0.13130 0.46405 0.77494
H -1.13743 -0.10389 -1.66284
H -2.26006 0.76532 -0.84402
H -0.61702 -1.41185 0.20018
H -1.87818 -0.60325 1.11388
H -0.55859 1.17931 1.25855
S 2.94658 0.82084 -0.90555
S 3.10276 -0.77913 0.48203
H 1.66211 1.03989 -0.59079
H 1.78663 -0.77931 0.72490
```

The HOMO energy is -8.2 eV. As for the gap between HOMO and LUMO: 8.593 eV. The value obtained for the LUMO energy is 0.37 eV. The SMILES is NCO.SS.

Entry b
DFT (ωB97M-V/def2-TZVPD) results for 2 unconnected molecules or ions with the total composition CH7NOS2.

```
12
Properties=species:S:1:pos:R:3
N 0.32976 -1.52904 0.84534
C 0.96246 -0.28598 1.23369
O 0.69621 0.13736 2.57739
H 0.62896 -2.24723 1.49205
H -0.67662 -1.43748 0.96961
H 2.03687 -0.44538 1.16938
H 0.62108 0.48236 0.53387
H -0.18482 0.52907 2.61524
S -1.02867 1.97912 -3.66280
S -0.92626 0.10345 -2.91949
H -0.41797 2.68837 -2.69042
H -2.04100 0.02538 -2.16385
```

The HOMO energy is -9.7 eV. As for the gap between HOMO and LUMO: 10.094 eV. The value obtained for the LUMO energy is 0.44 eV. The SMILES is NCO.SS.

Least stable: entry a

Entry a
DFT (ωB97M-V/def2-TZVPD) results for 4 unconnected molecules or ions with the total composition C3H14O3S.

```
21
Properties=species:S:1:pos:R:3
C -0.65948 0.54865 0.54153
C -0.01382 -0.18409 -0.71784
S -1.22978 -0.93542 -1.86414
C -2.82959 -0.09914 -1.39404
H -1.14297 1.52159 0.34387
H -1.30220 -0.17837 1.03099
H 0.11002 0.75299 1.22198
H 0.54953 0.65537 -1.17599
H 0.74992 -1.06530 -0.56418
H -3.64282 -0.21386 -2.28114
H -2.37421 0.89925 -1.34409
H -3.24630 -0.47064 -0.50891
O 0.25491 -3.21110 3.87652
H 0.02307 -2.52827 3.16370
H -0.53678 -3.71569 3.88639
O -0.50366 4.07583 2.24897
H -0.82754 3.51294 2.97761
H 0.33203 3.59744 2.09394
O 5.31843 0.33914 -1.79372
H 6.08105 -0.17716 -1.89273
H 5.36355 1.15286 -2.35725
```

The HOMO energy is -8.4 eV. As for the gap between HOMO and LUMO: 8.812 eV. The value obtained for the LUMO energy is 0.42 eV. The SMILES is CCSC.O.O.O.

Entry b
DFT (ωB97M-V/def2-TZVPD) results for 5 unconnected molecules or ions with the total composition C3H14O3S.

```
21
Properties=species:S:1:pos:R:3
C -1.33333 -1.58650 0.38447
C -0.04830 -0.92783 0.92503
C 0.94923 -0.62993 -0.16579
S 2.42102 0.20090 0.23371
H -2.09481 -1.25440 1.08732
H -1.57381 -1.05536 -0.53277
H -1.29250 -2.66305 0.40350
H 0.45714 -1.52258 1.68100
H -0.30627 0.01276 1.42359
H 1.08916 -1.59007 -0.72930
H 0.43075 -0.07687 -1.02147
H 2.08061 3.10796 2.20299
H -1.89639 1.22567 0.35827
H -2.59500 2.00139 1.61049
O -2.40191 1.13699 1.24704
H 2.54538 2.54143 2.29805
H -0.40048 2.06326 -0.87871
O -0.87246 1.22791 -0.76399
H -1.15304 -0.73845 -3.22861
H -0.76157 0.34480 -2.01726
O -0.73899 -0.61479 -2.37730
```

The HOMO energy is -9.9 eV. As for the gap between HOMO and LUMO: 5.469 eV. The value obtained for the LUMO energy is -4.43 eV.

Least stable: entry b

Entry a
DFT (ωB97M-V/def2-TZVPD) results for a gas-phase ion, C6H16N (charge +1).

```
23
Properties=species:S:1:pos:R:3
C -2.48918 0.49029 0.17543
C -1.95341 -0.55729 1.13978
C -0.60164 -1.18224 0.65102
C 0.51855 -0.20134 1.00491
C 1.82877 -0.43141 0.23398
C 1.66985 -0.14881 -1.28283
N 1.44150 1.31794 -1.49710
H -2.32655 0.13659 -0.85174
H -3.55650 0.69909 0.23159
H -2.00995 1.47070 0.25941
H -2.67670 -1.32435 1.41066
H -1.79702 -0.03370 2.09350
H -0.43413 -2.09175 1.21992
H -0.80774 -1.32602 -0.40675
H 0.15104 0.80924 0.80520
H 0.72794 -0.34655 2.06112
H 2.60500 0.23979 0.60720
H 2.14141 -1.47251 0.22352
H 0.81544 -0.65403 -1.72463
H 2.58863 -0.42424 -1.79505
H 1.41878 1.58283 -2.47054
H 0.56632 1.58781 -1.05563
H 2.17961 1.85995 -1.03293
```

The HOMO energy is -14.6 eV. As for the gap between HOMO and LUMO: 10.951 eV. The value obtained for the LUMO energy is -3.65 eV. The charge is +1. The SMILES is CCCCCC[NH3+].

Entry b
DFT (ωB97M-V/def2-TZVPD) results for 2 unconnected molecules or ions with the total composition C6H16N.

```
23
Properties=species:S:1:pos:R:3
C -1.54958 -1.86843 2.00592
C -1.84801 -0.50227 1.46702
N -0.56724 0.25128 1.21523
H -2.44273 -2.37842 2.37020
H -1.10126 -2.58629 1.32878
H -0.87054 -1.82632 2.86328
H -2.31857 -0.58750 0.47947
H -2.44205 0.13539 2.12678
H 0.01267 0.28341 2.05933
H -0.72194 1.18103 0.80868
H 0.00369 -0.26582 0.50680
C 0.09757 1.08862 -2.28803
C 1.17493 0.49230 -1.41022
C 1.27381 -0.84320 -1.25113
C 2.10093 1.42828 -0.70738
H -0.76812 0.41060 -2.34763
H 0.44067 1.24368 -3.31582
H -0.19361 2.08281 -1.92318
H 2.01511 -1.21380 -0.54169
H 0.61390 -1.53750 -1.75390
H 2.73073 1.93276 -1.44688
H 2.83682 0.89308 -0.08220
H 1.52285 2.18634 -0.16345
```

The HOMO energy is -13.3 eV. As for the gap between HOMO and LUMO: 9.978 eV. The value obtained for the LUMO energy is -3.32 eV. The charge is +1.

Entry c
DFT (ωB97M-V/def2-TZVPD) results for 2 unconnected molecules or ions with the total composition C6H16N.

```
23
Properties=species:S:1:pos:R:3
C -0.10940 -0.35314 2.58031
C -0.44053 0.28198 1.19322
C -0.13819 -0.28047 -0.12590
C 0.34494 1.39183 0.60956
C -0.34050 2.28898 -0.68583
C 0.08354 1.84925 -2.13517
N 0.41593 -3.75068 -1.01320
H -0.58931 0.24912 3.35466
H -0.58104 -1.35214 2.65601
H 0.96478 -0.44995 2.83417
H -1.51198 0.65691 1.29587
H 0.74322 -0.92705 -0.20869
H -0.94002 -0.91716 -0.50780
H 1.44308 1.27219 0.58312
H 0.31336 2.20015 1.36230
H -1.38492 2.00143 -0.52263
H -0.23331 3.35987 -0.44085
H -0.50032 0.94642 -2.32799
H 1.13236 1.46100 -2.19491
H -0.12722 2.48483 -2.99743
H -0.40050 -4.35109 -0.96157
H 0.72552 -3.84656 -1.96412
H 1.13049 -4.21572 -0.38311
```

The HOMO energy is -13.7 eV. As for the gap between HOMO and LUMO: 7.182 eV. The value obtained for the LUMO energy is -6.56 eV. The charge is +1.

Least stable: entry c